Run P
ORCA calculation (ωB97M-V/def2-TZVPD) on an isolated molecule of C22H30NO5P.

The geometry in XYZ format:
```
59
C22H30NO5P (ωB97M-V/def2-TZVPD)
C 0.5111 -4.2841 -0.9242
C -0.7296 -3.9231 -0.1162
C -1.7221 -3.0617 -0.8998
C -1.2406 -1.6244 -1.0633
H -0.2527 -1.5972 -1.5322
H -1.9383 -1.0501 -1.6819
O -1.1626 -1.0380 0.2315
P -1.0270 0.5384 0.4603
O -1.1503 0.8621 1.8785
O -2.1303 1.2331 -0.4925
C -3.3702 1.6040 0.1015
C -4.2615 0.3879 0.3231
C -5.5742 0.7303 1.0260
C -6.5059 1.5852 0.1743
H -6.0767 2.5660 -0.0110
H -6.6964 1.1043 -0.7827
H -7.4573 1.7229 0.6825
H -6.0818 -0.2033 1.2770
H -5.3535 1.2490 1.9606
H -3.6940 -0.3166 0.9372
H -4.4676 -0.0870 -0.6395
H -3.8192 2.3183 -0.5922
H -3.1744 2.0930 1.0609
C 0.5356 1.1014 -0.3570
N 0.8738 2.3002 0.3616
C 2.0171 3.0361 0.1219
C 2.7113 2.9722 -1.0860
C 3.8135 3.7781 -1.3015
C 4.2469 4.6612 -0.3286
C 3.5607 4.7330 0.8734
C 2.4619 3.9306 1.0992
H 1.9295 3.9866 2.0383
H 3.8884 5.4172 1.6428
H 5.1095 5.2862 -0.5029
H 4.3396 3.7124 -2.2432
H 2.3912 2.2934 -1.8597
H 0.5745 2.2840 1.3281
C 1.5573 -0.0006 -0.2552
C 2.1821 -0.5141 -1.3812
C 3.1207 -1.5414 -1.2980
C 3.3997 -2.0298 -0.0459
C 2.7683 -1.5217 1.0925
C 1.8470 -0.5087 1.0153
H 1.3523 -0.1271 1.8929
O 3.2190 -2.1917 2.1956
C 4.1535 -3.1367 1.7226
O 4.2599 -3.0292 0.3187
H 3.8192 -4.1521 1.9897
H 5.1367 -2.9465 2.1820
H 3.6063 -1.9373 -2.1740
H 1.9365 -0.1165 -2.3554
H 0.3268 1.3431 -1.4054
H -2.6754 -3.0404 -0.3687
H -1.8885 -3.4890 -1.8906
H -1.2328 -4.8426 0.1894
H -0.4396 -3.3820 0.7854
H 0.2337 -4.8171 -1.8316
H 1.1670 -4.9250 -0.3397
H 1.0722 -3.3956 -1.2024
```

Its spin multiplicity is 1. As for the gap between HOMO and LUMO: 8.5956 eV. Its net charge is 0. Its SMILES is CCCCOP(=O)(OCCCC)[C@@H](Nc1ccccc1)c1ccc2c(c1)OCO2. The value obtained for the HOMO energy is -7.82 eV.

---

Run Q
ORCA calculation (ωB97M-V/def2-TZVPD) on an isolated molecule of C22H30NO5P.

The geometry in XYZ format:
```
59
C22H30NO5P (ωB97M-V/def2-TZVPD)
C -1.4772 1.7991 -4.0599
C -1.4881 1.3433 -2.6058
C -1.6056 2.5290 -1.6521
C -1.6627 2.1228 -0.1814
H -2.1539 2.9066 0.4041
H -2.2271 1.1927 -0.0609
O -0.3900 1.9986 0.4373
P 0.7649 0.9243 0.2529
O 1.7710 1.0725 1.3023
O 1.3538 1.1596 -1.2291
C 2.7595 1.1414 -1.4495
C 3.1926 2.3551 -2.2694
C 3.4555 3.6085 -1.4335
C 2.2000 4.1784 -0.7863
H 1.4538 4.4110 -1.5440
H 1.7724 3.4711 -0.0799
H 2.4375 5.0935 -0.2482
H 4.1843 3.3692 -0.6565
H 3.8997 4.3670 -2.0837
H 2.4194 2.5596 -3.0124
H 4.1090 2.0882 -2.7999
H 2.9887 0.2180 -1.9925
H 3.2751 1.1246 -0.4848
C 0.0113 -0.7732 0.1750
N 1.1476 -1.6222 0.4226
C 1.0744 -3.0030 0.4384
C 0.0561 -3.7102 -0.1994
C 0.0704 -5.0925 -0.2161
C 1.0908 -5.7981 0.3961
C 2.1071 -5.1027 1.0319
C 2.1001 -3.7237 1.0560
H 2.8925 -3.1832 1.5546
H 2.9092 -5.6403 1.5165
H 1.0946 -6.8773 0.3807
H -0.7291 -5.6228 -0.7135
H -0.7513 -3.1838 -0.6826
H 1.7873 -1.2309 1.1028
C -1.0952 -0.8860 1.1879
C -2.3754 -1.2643 0.8110
C -3.4138 -1.3704 1.7339
C -3.1142 -1.0857 3.0427
C -1.8272 -0.7029 3.4295
C -0.8025 -0.5947 2.5240
H 0.1832 -0.2833 2.8250
O -1.8095 -0.4761 4.7775
C -3.1210 -0.7277 5.2324
O -3.9318 -1.1062 4.1398
H -3.5317 0.1827 5.6977
H -3.1045 -1.5396 5.9773
H -4.4063 -1.6652 1.4383
H -2.5830 -1.4823 -0.2267
H -0.3701 -0.9640 -0.8331
H -2.5165 3.0849 -1.8861
H -0.7557 3.1984 -1.7898
H -2.3318 0.6673 -2.4436
H -0.5659 0.8033 -2.3948
H -1.3983 0.9448 -4.7279
H -0.6317 2.4574 -4.2450
H -2.3907 2.3395 -4.2999
```

Its spin multiplicity is 1. As for the gap between HOMO and LUMO: 8.6651 eV. Its net charge is 0. Its SMILES is CCCCOP(=O)(OCCCC)[C@@H](Nc1ccccc1)c1ccc2c(c1)OCO2. The value obtained for the HOMO energy is -7.91 eV.

---

The structure with the least stability is run Q.

---

Run P
ORCA calculation (ωB97M-V/def2-TZVPD) on a structure of composition H9O5.

The geometry in XYZ format:
```
14
H9O5 (ωB97M-V/def2-TZVPD)
O 1.3805 0.0693 2.9634
H 0.7274 0.6612 3.3352
O 0.1343 -2.3364 2.0272
H 0.8257 -2.4892 1.3688
H 0.4280 -1.4875 2.4192
O 2.2314 0.2459 0.7232
H 3.1180 0.5678 0.8943
H 1.9380 0.0752 1.8801
O 0.8490 2.9264 -0.0222
H 0.2848 2.9731 0.7456
H 1.1877 2.0284 0.0456
O -4.5429 -0.8575 -5.7522
H -4.8820 -1.6202 -5.2811
H -3.6799 -0.7566 -5.3471
```

Its spin multiplicity is 1. As for the gap between HOMO and LUMO: 7.3075 eV. Its net charge is -1. The value obtained for the HOMO energy is -4.58 eV.

---

Run Q
ORCA calculation (ωB97M-V/def2-TZVPD) on a cluster of 5 separate species, H9O5 in total.

The geometry in XYZ format:
```
14
H9O5 (ωB97M-V/def2-TZVPD)
O -0.5696 0.8094 -0.8008
H -0.4195 1.1835 -1.7251
O -3.2966 1.3899 -0.2522
H -2.9630 1.2665 0.7104
H -2.3957 1.1291 -0.6333
O -0.5668 -1.6869 -0.9977
H -0.1805 -0.6665 -1.0529
H -1.0295 -1.8105 -1.7698
O 2.1928 1.7035 0.5879
H 1.6820 1.3884 -0.1556
H 1.9334 1.0816 1.3513
O 2.1652 -1.7232 1.4290
H 1.4058 -2.0389 0.9845
H 2.0421 -2.0261 2.3243
```

Its spin multiplicity is 1. As for the gap between HOMO and LUMO: 7.9767 eV. Its net charge is -1. The value obtained for the HOMO energy is -4.34 eV.

---

The structure with the least stability is run Q.

---

Run P
ORCA calculation (ωB97M-V/def2-TZVPD) on an isolated molecule of C3H2O.

The geometry in XYZ format:
```
6
C3H2O (ωB97M-V/def2-TZVPD)
C 0.9612 -0.2784 -0.3035
C 2.0862 0.1497 0.0685
C -0.3292 -0.3836 0.0661
O -1.2765 0.5111 -0.0805
H -0.6766 -1.3199 0.5505
H -0.7650 1.3210 -0.3010
```

Its spin multiplicity is 1. As for the gap between HOMO and LUMO: 9.5318 eV. Its net charge is 0. The value obtained for the HOMO energy is -10.29 eV.

---

Run Q
ORCA calculation (ωB97M-V/def2-TZVPD) on a cluster of 2 separate species, C3H2O in total.

The geometry in XYZ format:
```
6
C3H2O (ωB97M-V/def2-TZVPD)
C 2.1295 0.4737 0.0543
C -0.6569 0.3458 -0.3808
C -1.6940 -0.3018 -0.0662
O -2.7464 -0.7620 0.0742
H 2.4547 -0.4019 0.7603
H 0.5130 0.6463 -0.4419
```

Its spin multiplicity is 1. As for the gap between HOMO and LUMO (alpha / beta): 8.4424 / 7.2876 eV. Its net charge is 0. The value obtained for the HOMO energy (alpha / beta) is -9.96 / -9.45 eV.

---

The structure with the least stability is run Q.

---

Run P
ORCA calculation (ωB97M-V/def2-TZVPD) on an isolated molecule of C3H2O.

The geometry in XYZ format:
```
6
C3H2O (ωB97M-V/def2-TZVPD)
C -0.9180 -0.2536 -0.0134
C -2.0953 -0.7475 -0.0156
C 0.8443 0.1051 -0.0340
O -0.2387 0.9712 -0.0021
H 0.9738 -0.2727 1.0061
H 1.4338 0.1975 -0.9410
```

Its spin multiplicity is 1. As for the gap between HOMO and LUMO: 8.2559 eV. Its net charge is 0. The value obtained for the HOMO energy is -9.82 eV.

---

Run Q
ORCA calculation (ωB97M-V/def2-TZVPD) on a structure of composition C3H2O.

The geometry in XYZ format:
```
6
C3H2O (ωB97M-V/def2-TZVPD)
C -2.4569 0.3916 0.2166
C -1.3571 0.1188 0.0556
C 1.0759 -0.1643 -0.0340
O 2.0128 -0.8763 0.0830
H 1.0676 0.8489 -0.2312
H -0.3423 -0.3186 -0.0899
```

Its spin multiplicity is 1. As for the gap between HOMO and LUMO (alpha / beta): 6.4393 / 10.4304 eV. Its net charge is 0. The value obtained for the HOMO energy (alpha / beta) is -8.99 / -11.28 eV.

---

The structure with the least stability is run Q.